[1]
A structure of composition C25H23AuN6OS. Source: the OMol25 dataset; level of theory: ωB97M-V/def2-TZVPD.

Values from the calculation:
Kohn-Sham gap (spin up / spin down) (eV): 8.364 / 4.496
HOMO energy (spin up / spin down) (eV): -13.65 / -13.65
Lowest unoccupied orbital energy (spin up / spin down) (eV): -5.29 / -9.16
Relative energy (zero: lowest compared OMol25 entry of this formula, charge and spin) (kcal per mole): 0.00
Multiplicity: 3
Charge: +2

Structure (XYZ):
```
57
Properties=species:S:1:pos:R:3:forces:R:3
Au -0.018926 1.688656 -0.652045 -1.23 -1.16 -0.76
S -2.151369 0.858694 -0.149051 0.65 0.57 0.33
C -3.131726 2.263483 -0.270043 -0.76 0.78 1.06
C -4.120365 2.442346 0.752037 0.70 -0.58 -1.08
C -4.866158 3.599185 0.749106 -0.33 1.15 0.44
C -4.585759 4.617361 -0.160723 -0.55 -0.82 -0.62
C -3.554095 4.353693 -1.077146 0.58 0.66 -0.60
N -2.848499 3.225066 -1.150631 -0.08 0.87 -0.13
H -4.168338 1.640998 1.465898 -0.61 0.01 0.33
H -5.637460 3.829990 1.471976 -0.03 -0.52 0.19
H -5.252398 5.500724 -0.301654 0.91 -0.71 0.46
H -3.284813 5.176986 -1.763194 -0.03 -0.80 0.12
N 3.305264 1.501079 -3.237895 -0.59 0.27 -0.48
C 2.117858 1.067613 -2.756846 0.34 -0.17 0.43
N 1.664603 1.831094 -1.776741 1.21 0.72 -0.46
C 2.588345 2.874858 -1.661563 0.15 0.89 1.21
C 2.662635 3.860749 -0.636332 1.05 0.15 -0.76
C 3.800709 4.703439 -0.637333 -1.64 -1.34 -0.67
C 4.772227 4.569339 -1.657977 0.64 0.42 1.20
C 4.702425 3.582904 -2.615326 -0.18 -0.10 -0.50
C 3.598233 2.728345 -2.614113 -0.19 -0.51 0.87
H 3.805523 1.023113 -3.991428 -0.26 0.51 0.43
H 1.634275 0.158184 -3.078713 0.06 0.00 -0.20
H 1.898768 3.913130 0.147487 0.29 0.05 -0.34
H 3.878730 5.444879 0.140289 0.23 0.11 0.00
H 5.683263 5.191118 -1.526871 -0.78 -0.43 -0.61
H 5.444777 3.477408 -3.384298 0.41 0.00 -0.02
C -0.786345 -2.030035 6.268877 -0.34 -0.98 0.96
C -0.678310 -2.322453 4.834132 0.42 1.37 0.60
C -0.083237 -3.514587 4.466567 0.86 -1.89 0.29
C 0.135048 -3.868778 3.177843 -0.17 0.61 -0.66
C -0.122727 -2.877556 2.182378 0.15 -1.56 -1.23
N 0.102594 -3.179718 0.839203 -2.55 4.13 2.48
C 0.682628 -4.220079 0.268472 4.68 -6.04 -1.48
O 1.114733 -5.246435 0.853433 -1.68 2.66 -0.28
N 1.112318 -4.114093 -1.064155 -1.23 0.44 0.48
C 0.402998 -3.485685 -2.100623 -0.60 1.90 -0.66
C -1.009435 -3.350798 -2.060506 1.01 -0.62 0.59
C -1.657878 -2.615318 -3.014982 0.69 1.31 -1.18
C -0.854203 -1.874043 -3.950454 -1.28 -2.02 -0.10
N 0.458058 -2.048558 -4.023818 0.66 0.35 0.03
C 1.102503 -2.811083 -3.142546 -0.96 -0.81 1.12
C -0.687490 -1.632685 2.542503 -0.42 0.43 0.75
C -1.004295 -1.374493 3.855681 0.20 -0.50 -1.45
H -1.543315 -2.779461 6.655518 0.80 0.79 0.07
H -1.084480 -1.023711 6.548665 -0.16 -0.01 -0.26
H 0.195808 -2.246045 6.749226 -0.72 -0.03 -0.14
H 0.254916 -4.175349 5.267456 -0.35 -0.04 -0.25
H 0.459999 -4.812944 2.779083 0.39 -0.32 0.49
H -0.279482 -2.443197 0.246385 0.45 -0.29 -0.35
H 1.676335 -4.897634 -1.350667 0.15 -0.28 0.36
H -1.579224 -3.867580 -1.280618 0.17 -0.02 -0.35
H -2.742594 -2.627982 -3.068887 0.18 0.27 0.00
H -1.328281 -1.394293 -4.824556 0.29 0.20 0.82
H 2.187405 -2.965141 -3.222169 -0.44 0.30 -0.15
H -0.903428 -0.868275 1.823634 0.02 0.14 -0.53
H -1.478349 -0.456423 4.118055 -0.16 0.50 0.20
```
Forces are in eV/Å.

natural (NBO) atomic charge list, values in e, 4 entries: 0.58, 0.11, -0.01, -0.17


[2]
A cluster of 2 separate species, C2H4F3N2 in total. Source: the OMol25 dataset; level of theory: ωB97M-V/def2-TZVPD.

Values from the calculation:
Kohn-Sham gap (spin up / spin down) (eV): 9.586 / 7.877
HOMO energy (spin up / spin down) (eV): -14.96 / -14.24
Lowest unoccupied orbital energy (spin up / spin down) (eV): -5.37 / -6.36
Relative energy (zero: lowest compared OMol25 entry of this formula, charge and spin) (kcal per mole): 71.55
Charge: +1

Structure (XYZ):
```
11
Properties=species:S:1:pos:R:3:forces:R:3
C 0.501803 0.258245 0.376808 -2.66 -0.19 -2.68
C -1.395269 -0.976131 -1.168804 1.04 0.95 -0.23
N 0.990583 -0.386381 1.373498 -1.91 -1.86 -0.94
N 0.611070 1.528867 0.112537 1.32 2.20 0.01
F -1.068834 -0.468386 -2.351554 -0.47 -0.93 1.74
F -2.573095 -0.585766 -0.751920 1.52 -0.75 -0.31
F -1.080767 -2.236682 -0.995892 -0.66 1.52 -0.21
H 0.685356 -1.349305 1.536335 0.37 0.59 -0.01
H 1.719078 -0.029273 1.882227 2.19 0.95 1.88
H 0.493752 2.081397 -0.770361 -0.48 -1.77 0.80
H 1.116324 2.163415 0.757125 -0.25 -0.71 -0.05
```
Forces are in eV/Å.

natural (NBO) atomic charge list, values in e, 4 entries: 0.45, 1.14, -0.75, -0.79


[3]
A cluster of 3 separate species, C11H14F10O7S in total. Source: the OMol25 dataset; level of theory: ωB97M-V/def2-TZVPD.

Values from the calculation:
Kohn-Sham gap (eV): 10.453
HOMO energy (eV): -10.34
Lowest unoccupied orbital energy (eV): 0.11
SMILES string: O=C1O[C@H](F)[C@@H](S(=O)(=O)C(F)(F)C(F)(F)C(F)(F)C(F)(F)F)O1.CCO.CCO

Structure (XYZ):
```
43
Properties=species:S:1:pos:R:3:forces:R:3
O 4.865920 1.273218 2.709981 2.57 1.24 2.93
C 4.188328 1.075965 1.819426 -3.08 -0.68 -2.10
O 3.125108 0.153718 1.868500 0.39 -0.22 -0.66
C 3.147465 -0.463340 0.606957 -1.76 1.49 -0.04
F 4.029438 -1.484744 0.668480 0.39 0.34 -0.73
C 3.515068 0.770859 -0.250599 2.55 -1.18 -0.77
S 2.334829 1.433998 -1.472002 2.03 -0.40 -2.91
O 3.080867 2.379216 -2.239223 0.20 1.33 1.12
O 1.946617 0.347881 -2.324176 -1.23 -0.93 1.56
C 0.937164 2.395405 -0.714197 -0.16 0.41 0.01
F 0.825436 3.507228 -1.421475 0.03 0.05 -0.86
F 1.336511 2.794439 0.497531 -0.13 -0.60 0.66
C -0.473804 1.733214 -0.704093 -0.81 -0.04 0.93
F -1.354468 2.748055 -0.655734 0.02 0.25 0.10
F -0.779536 1.049316 -1.807139 0.73 -0.21 -0.45
C -0.782359 0.830735 0.544086 -0.67 0.09 0.27
F 0.309156 0.381022 1.180004 0.53 -0.13 -0.53
F -1.456011 1.572341 1.432484 -0.09 0.24 0.10
C -1.694517 -0.400258 0.248245 0.50 -0.35 1.40
F -1.073311 -1.335433 -0.428755 0.36 -0.13 -1.08
F -1.975500 -0.943849 1.429486 -0.15 -0.01 0.67
F -2.839261 -0.062342 -0.296164 -0.38 0.35 -0.83
O 4.223696 1.678175 0.574573 -0.95 -0.93 0.70
H 2.199365 -0.814276 0.176181 0.06 -0.46 1.12
H 4.316707 0.395257 -0.924346 -0.87 0.32 -0.57
C 2.590007 -5.079135 2.470802 0.05 0.03 0.06
C 1.322575 -4.368318 2.036244 0.23 -0.21 -0.22
O 1.598425 -3.437870 0.991096 -0.10 0.24 -0.03
H 3.332623 -4.357733 2.815215 -0.06 0.01 0.05
H 2.385516 -5.785978 3.276732 0.03 -0.02 -0.03
H 3.034490 -5.623053 1.633359 -0.07 -0.08 0.03
H 0.893443 -3.809991 2.867560 -0.02 0.11 -0.12
H 0.577202 -5.087414 1.681996 -0.05 -0.03 0.15
H 1.968665 -3.931684 0.250679 -0.02 0.05 0.07
C -5.612830 2.414995 -2.954384 -0.06 0.02 -0.04
C -5.655740 2.547278 -1.443421 0.32 -0.22 -0.17
O -5.474389 1.279942 -0.819234 -0.17 0.04 0.10
H -6.387635 1.728428 -3.298869 -0.03 0.06 0.04
H -5.760214 3.382947 -3.437001 0.04 -0.03 -0.03
H -4.652709 2.005310 -3.279116 0.03 0.10 0.00
H -6.621216 2.936224 -1.121472 0.02 -0.10 0.10
H -4.873932 3.229867 -1.092937 -0.10 0.15 -0.04
H -4.617187 0.940383 -1.095279 -0.10 0.02 0.02
```
Forces are in eV/Å.

natural (NBO) atomic charge list, values in e, 4 entries: -0.49, 0.96, -0.50, 0.43


[4]
A structure of composition C27H25BClF5N3O10PSV. Source: the OMol25 dataset; level of theory: ωB97M-V/def2-TZVPD.

Values from the calculation:
Kohn-Sham gap (spin up / spin down) (eV): 5.373 / 4.674
HOMO energy (spin up / spin down) (eV): -1.24 / -0.54
Lowest unoccupied orbital energy (spin up / spin down) (eV): 4.14 / 4.14
Relative energy (zero: lowest compared OMol25 entry of this formula, charge and spin) (kcal per mole): 0.00
Multiplicity: 2
Charge: -2

Structure (XYZ):
```
75
Properties=species:S:1:pos:R:3:forces:R:3
V 0.132342 -0.023766 -0.050740 0.46 0.43 0.32
O -2.151467 2.674949 4.720140 0.25 0.21 0.37
C -0.865642 2.550598 4.981314 -0.09 0.13 -0.08
O -0.378496 2.915413 6.029423 0.04 -0.07 0.08
C -0.036587 1.939874 3.906935 0.03 -0.10 0.05
C 1.319497 1.676131 3.964728 -0.06 0.04 -0.02
Cl 2.465899 1.989800 5.182453 0.00 -0.01 -0.01
N 1.688701 1.101003 2.798893 0.14 -0.09 0.05
N 0.641775 0.983323 1.980163 -0.19 -0.12 -0.58
C -0.398051 1.480971 2.614931 -0.07 0.11 0.11
C -1.684502 1.540938 1.835252 0.22 0.00 -0.18
O -2.722926 1.894896 2.436851 -0.04 0.07 -0.27
O -1.582379 1.213952 0.629153 -0.26 -0.17 0.13
C 3.005144 0.800204 2.323808 0.06 0.06 0.04
C 3.520950 1.582800 1.306324 -0.02 0.08 0.02
C 4.793312 1.304444 0.832258 0.05 0.01 0.05
C 5.524137 0.257075 1.373572 -0.01 0.07 0.06
C 4.983214 -0.526173 2.384761 0.02 0.05 0.04
C 3.712504 -0.257110 2.865636 0.02 -0.05 0.03
H -2.384457 2.387234 3.764432 -0.22 -0.22 -0.07
H 2.908603 2.368292 0.880128 0.03 -0.02 0.02
H 5.198665 1.890043 0.017597 0.00 0.00 -0.01
H 6.508347 0.028542 0.984254 0.00 -0.01 -0.01
H 5.538210 -1.367349 2.778615 -0.01 -0.01 -0.01
H 3.256939 -0.874413 3.629164 0.00 0.00 -0.01
N -1.125510 -1.436980 1.109994 -0.01 -0.10 -0.05
C -0.770238 -2.665869 1.787607 -0.02 0.01 0.02
C -1.797923 -3.257390 2.524006 -0.03 0.01 -0.01
C -1.605396 -4.388764 3.288973 0.04 -0.01 0.00
C -0.328751 -4.933556 3.325545 -0.02 0.02 -0.01
C 0.686286 -4.355823 2.590011 0.01 -0.02 0.03
C 0.518447 -3.222439 1.767693 0.00 0.02 -0.01
C 1.669742 -2.696438 0.976192 0.07 0.09 0.06
C 2.822640 -3.502185 0.881187 0.05 -0.01 -0.03
C 3.945314 -3.101436 0.187028 -0.03 -0.03 -0.02
C 3.945077 -1.847763 -0.424156 -0.12 -0.06 -0.04
C 2.817892 -1.061081 -0.340243 -0.04 -0.02 -0.25
C 1.619550 -1.450616 0.304625 -0.22 -0.15 -0.03
H -1.569414 -0.843878 1.805351 -0.01 0.04 -0.02
H -1.868274 -1.610721 0.426597 -0.03 -0.03 0.05
H -2.775439 -2.787659 2.487917 0.00 0.00 0.00
H -2.421617 -4.819895 3.854760 0.00 0.00 0.00
H -0.116956 -5.804288 3.935280 0.00 0.00 0.00
H 1.667053 -4.796626 2.678295 0.01 0.01 -0.01
H 2.845299 -4.495462 1.310166 0.00 0.01 0.02
H 4.799661 -3.764152 0.104196 0.00 0.00 0.01
H 4.809782 -1.501963 -0.979972 -0.01 -0.01 -0.02
H 2.833263 -0.102161 -0.848549 0.00 -0.03 0.01
F 0.329441 1.144604 -4.485083 0.03 0.02 0.02
C 1.566004 0.736881 -4.822106 0.01 -0.04 0.00
F 1.489549 0.286479 -6.096307 0.00 0.00 0.00
F 2.350722 1.839056 -4.847969 -0.02 0.00 -0.02
S 2.269358 -0.567411 -3.622062 0.00 0.01 -0.13
O 1.193840 -1.603678 -3.744908 0.24 0.16 0.01
O 3.500989 -0.916151 -4.374862 -0.05 -0.07 0.03
O 0.849174 1.534719 -1.056281 -0.11 -0.09 0.11
F 0.024608 3.619697 -1.796936 0.05 0.00 0.00
B 0.608892 2.802973 -0.882219 -0.08 -0.05 -0.02
F 0.940769 3.505853 0.253759 0.06 -0.02 -0.02
C -1.449406 -1.527188 -4.689531 -0.09 -0.08 -0.04
O -1.751394 -0.864269 -3.470088 0.29 0.25 -0.01
P -1.175349 -1.192755 -1.993862 -0.49 -0.17 0.28
O -2.687783 -1.133168 -1.271314 0.12 -0.10 -0.02
C -3.412271 0.082461 -1.435621 0.01 0.02 -0.03
O -1.158834 -2.813866 -1.954557 0.05 0.06 -0.09
C 0.065793 -3.554314 -1.908398 0.03 -0.04 0.04
H -2.256363 -1.275573 -5.380553 -0.01 -0.01 0.02
H -1.426998 -2.608549 -4.539804 0.01 0.00 0.01
H -0.491322 -1.211077 -5.086400 -0.03 0.00 0.01
H -4.030036 0.229751 -0.550670 0.00 -0.01 -0.01
H -4.035709 0.019011 -2.330269 0.00 -0.01 0.01
H -2.745554 0.941823 -1.523147 0.00 0.00 0.01
H -0.048847 -4.324921 -1.144001 -0.01 0.01 0.01
H 0.909632 -2.914746 -1.668582 0.02 0.00 0.00
H 0.242112 -4.008673 -2.882899 0.01 0.02 0.00
```
Forces are in eV/Å.

Löwdin atomic charge list, values in e, 4 entries: 0.66, 0.10, -0.52, 0.05


[5]
The ion C5H10NO2 with charge -1. Source: the OMol25 dataset; level of theory: ωB97M-V/def2-TZVPD.

Values from the calculation:
Kohn-Sham gap (eV): 6.949
HOMO energy (eV): -3.19
Lowest unoccupied orbital energy (eV): 3.76
SMILES string: CCCC(=O)NC[O-]
Relative energy (zero: lowest compared OMol25 entry of this formula, charge and spin) (kcal per mole): 63.54
Charge: -1

Structure (XYZ):
```
18
Properties=species:S:1:pos:R:3:forces:R:3
C -0.573367 -0.909181 2.065608 1.42 0.75 -1.36
C 0.432760 -1.329788 0.887253 0.94 0.90 0.11
C -0.159588 -1.304217 -0.505894 -1.14 2.03 -0.28
C -0.822910 0.114845 -0.916536 5.34 -0.57 3.14
O -1.805061 0.206349 -1.539682 -4.38 -0.41 -3.21
N -0.036384 1.165993 -0.600201 -1.42 -0.32 -0.78
C 0.650773 2.351495 -1.532615 -0.91 -1.49 1.48
O 1.558403 2.747844 -0.754621 1.85 2.16 0.80
H -0.577355 0.226300 2.172726 0.50 -1.48 0.38
H -1.598492 -1.051993 1.693979 0.21 -0.72 0.46
H -0.260274 -1.503106 2.972071 -0.86 1.00 -0.70
H 1.428445 -0.772261 0.829935 -1.48 -0.04 0.57
H 0.809210 -2.329742 1.013444 -0.16 -0.78 0.56
H -0.939298 -2.025591 -0.608191 -0.63 -0.76 -0.07
H 0.580043 -1.466492 -1.294440 0.11 -0.11 0.19
H 0.516575 1.154020 0.216160 1.07 -0.40 0.52
H 1.052197 1.795038 -2.370514 -0.42 -0.44 -1.24
H -0.255676 2.930489 -1.728482 -0.04 0.67 -0.56
```
Forces are in eV/Å.

natural (NBO) atomic charge list, values in e, 4 entries: -0.64, -0.41, -0.51, 0.68


[6]
A cluster of 2 separate species, C4H9NO2 in total. Source: the OMol25 dataset; level of theory: ωB97M-V/def2-TZVPD.

Values from the calculation:
Kohn-Sham gap (eV): 9.258
HOMO energy (eV): -8.32
Lowest unoccupied orbital energy (eV): 0.94
Relative energy (zero: lowest compared OMol25 entry of this formula, charge and spin) (kcal per mole): 88.89

Structure (XYZ):
```
16
Properties=species:S:1:pos:R:3:forces:R:3
C -1.754684 0.952986 1.777878 0.67 0.44 0.12
C 1.578418 0.214557 -2.016920 -0.90 0.76 -2.39
C -0.571835 -1.896712 -0.022905 -0.38 -2.19 1.62
C 0.958611 -0.338186 -0.775629 0.09 -0.99 -1.28
N -0.818223 1.875734 1.948312 1.80 -3.61 1.14
O 1.319061 -0.105032 0.340459 -0.41 0.16 0.24
O 0.033368 -1.306600 -1.148253 1.06 1.40 0.99
H -2.736274 1.433658 1.779243 -0.23 0.51 -0.22
H 0.811995 0.480836 -2.796229 0.09 -0.87 0.77
H 1.997795 1.226871 -1.954544 0.82 -0.76 0.76
H 2.186911 -0.575896 -2.534085 -0.15 0.98 0.76
H -0.888764 -2.949951 -0.279337 0.36 1.21 0.03
H -1.418315 -1.336822 0.348559 -0.32 0.29 -0.30
H 0.090212 -1.951742 0.883805 -0.22 0.01 -1.14
H -0.921316 2.820205 2.202578 -0.48 1.47 0.16
H 0.133038 1.456093 2.247069 -1.82 1.17 -1.27
```
Forces are in eV/Å.

natural (NBO) atomic charge list, values in e, 4 entries: -0.10, -0.74, -0.29, 0.80


Max |F| (hartree/bohr)
0.1514; 0.0734; 0.0796; 0.0136; 0.1210; 0.0815